[1]
A molecular structure, C43H53BN4O5P2STi, computed with the ωB97M-V functional and the def2-TZVPD basis.

The calculation puts the total energy at -114856.5654 eV. The LUMO energy (alpha / beta) comes out at 2.6 / 2.6 eV. As for the net charge: -1. For the energy above the lowest of the compared OMol25 structures with the same formula, charge and spin, the calculation gives 120.0 kcal per mole. For the frontier orbital gap (alpha / beta), the calculation gives 5.89 / 7.15 eV. The spin multiplicity is 2. Its expectation value of S² is 0.77.

Each line ends with the Löwdin charge.
Positions of all 110 atoms, in Å:
Ti 0.374 -0.230 0.335  0.9431
C -3.765 0.683 0.841  -0.1565
C -3.325 0.633 2.293  -0.5311
C -3.884 1.848 3.033  -0.1127
P -1.480 0.373 2.391  1.0937
C -1.297 -0.467 4.034  -0.5287
C -1.527 0.297 5.336  -0.1165
C 0.012 -1.245 4.121  -0.1114
C -0.874 2.104 2.367  -0.2901
C -0.911 2.989 3.433  -0.0693
C -0.631 4.348 3.306  -0.2949
C -0.685 5.265 4.498  -0.0661
C -0.367 4.818 2.029  -0.0517
C -0.319 3.966 0.937  -0.0270
C -0.504 2.583 1.079  -0.2960
N -0.390 1.685 0.015  -0.0808
C 0.091 2.187 -1.234  -0.3275
C 1.346 2.819 -1.289  -0.0450
C 1.913 3.199 -2.486  -0.0278
C 1.250 2.969 -3.694  -0.2692
C 1.880 3.319 -5.013  -0.0500
C 0.004 2.374 -3.634  -0.0588
C -0.599 1.975 -2.433  -0.3005
P -2.280 1.243 -2.453  1.1206
C -3.178 2.762 -3.053  -0.5719
C -4.654 2.454 -3.292  -0.1364
C -3.023 3.878 -2.021  -0.1218
C -2.249 0.171 -3.982  -0.5499
C -0.918 -0.583 -4.130  -0.1127
C -3.396 -0.839 -3.864  -0.1423
H -4.859 0.699 0.779  0.0780
H -3.390 1.589 0.366  0.0364
H -3.387 -0.160 0.266  0.0211
H -3.732 -0.275 2.753  0.0948
H -3.499 2.773 2.601  0.0742
H -4.973 1.858 2.932  0.0746
H -3.647 1.857 4.097  0.0493
H -2.103 -1.205 3.930  0.0907
H -0.686 0.960 5.546  0.0697
H -2.445 0.884 5.341  0.0496
H -1.585 -0.415 6.165  0.0757
H 0.851 -0.574 4.308  0.0675
H -0.038 -1.948 4.957  0.0824
H 0.216 -1.811 3.214  0.0544
H -1.198 2.621 4.409  0.0865
H -0.206 4.812 5.369  0.0717
H -0.175 6.207 4.292  0.0674
H -1.714 5.503 4.782  0.0733
H -0.189 5.878 1.874  0.1053
H -0.112 4.379 -0.040  0.0988
H 1.892 2.954 -0.363  0.1335
H 2.900 3.649 -2.489  0.1175
H 2.768 3.938 -4.875  0.0732
H 2.192 2.419 -5.548  0.0681
H 1.185 3.862 -5.657  0.0739
H -0.527 2.199 -4.565  0.1077
H -2.725 3.085 -4.000  0.0981
H -5.112 2.036 -2.392  0.0748
H -5.199 3.366 -3.554  0.0693
H -4.801 1.739 -4.103  0.0538
H -3.268 3.525 -1.015  0.0654
H -2.003 4.262 -1.990  0.0648
H -3.696 4.707 -2.254  0.0714
H -2.422 0.802 -4.864  0.0958
H -0.351 -0.611 -3.199  0.0393
H -1.099 -1.617 -4.434  0.0739
H -0.265 -0.125 -4.873  0.0698
H -3.238 -1.475 -2.990  0.0736
H -4.371 -0.365 -3.742  0.0495
H -3.437 -1.478 -4.751  0.0720
O -0.822 -1.397 -0.625  -0.2885
N -0.769 -2.729 -0.794  -0.1596
C 0.166 -3.171 -1.673  -0.0296
C 0.286 -4.494 -1.962  -0.0634
C -0.585 -5.388 -1.306  -0.0848
C -1.493 -4.919 -0.409  -0.1080
C -1.619 -3.531 -0.084  -0.7367
S -2.697 -2.952 1.063  0.6032
H 0.777 -2.388 -2.096  0.1157
H 1.042 -4.820 -2.660  0.0997
H -0.529 -6.450 -1.506  0.1006
H -2.163 -5.581 0.118  0.0910
O 1.349 -1.749 0.948  -0.2870
N 2.371 -1.661 1.797  0.0261
N 2.427 -0.380 2.198  -0.2034
O 1.514 0.472 1.709  -0.2350
C 3.173 0.015 3.292  -0.2123
C 3.005 1.303 3.812  -0.0180
C 3.760 1.694 4.905  -0.1004
C 4.678 0.831 5.492  -0.1236
C 4.833 -0.446 4.965  -0.1078
C 4.095 -0.866 3.873  -0.0278
H 2.286 1.970 3.357  0.1056
H 3.624 2.692 5.304  0.0967
H 5.260 1.147 6.348  0.0872
H 5.543 -1.134 5.409  0.0946
H 4.214 -1.859 3.467  0.0981
O 3.297 0.454 -0.852  0.1312
B 2.010 -0.032 -1.193  -0.4191
O 2.006 -0.309 -2.582  0.1066
C 3.225 0.074 -3.064  -0.2143
C 3.680 0.060 -4.362  -0.0069
C 4.974 0.539 -4.579  -0.1059
C 5.756 1.002 -3.528  -0.1044
C 5.282 1.007 -2.214  0.0059
C 4.004 0.534 -2.012  -0.2217
H 3.053 -0.299 -5.168  0.1160
H 5.373 0.552 -5.585  0.0927
H 6.754 1.368 -3.732  0.0925
H 5.881 1.366 -1.388  0.1172



[2]
A molecular structure, C43H53N3O7P2S2SeW, computed with the ωB97M-V functional and the def2-TZVPD basis.

The calculation puts the total energy at -171670.6195 eV. The LUMO energy comes out at -0.4 eV. As for the net charge: 0. For the energy above the lowest of the compared OMol25 structures with the same formula, charge and spin, the calculation gives 0.0 kcal per mole. For the frontier orbital gap, the calculation gives 7.12 eV.

Each line ends with the Löwdin charge.
Positions of all 112 atoms, in Å:
W -0.513 -1.164 0.807  0.9136
S -0.107 -0.832 2.924  0.2493
P 1.615 0.156 0.734  0.8203
C 1.408 -1.267 -0.232  -0.6499
P 1.599 -2.895 0.164  0.4983
S -0.231 -3.556 0.823  0.4193
C 1.923 -3.830 -1.367  -0.3553
C 1.537 -5.159 -1.504  -0.1014
C 1.789 -5.840 -2.684  -0.0754
C 2.436 -5.198 -3.733  -0.0816
C 2.829 -3.875 -3.599  -0.0740
C 2.569 -3.192 -2.418  -0.0870
C 2.815 -3.547 1.322  -0.3369
C 4.009 -4.097 0.860  -0.0758
C 4.970 -4.527 1.765  -0.0774
C 4.748 -4.392 3.127  -0.0782
C 3.563 -3.835 3.591  -0.0676
C 2.597 -3.414 2.694  -0.0971
C 2.439 1.409 -0.323  -0.3283
C 2.795 2.625 0.261  -0.1019
C 3.382 3.629 -0.492  -0.0730
C 3.621 3.431 -1.845  -0.0829
C 3.293 2.217 -2.427  -0.0699
C 2.705 1.213 -1.668  -0.0908
C 2.968 -0.081 1.932  -0.3740
C 2.916 0.356 3.251  -0.1309
C 4.008 0.179 4.090  -0.0757
C 5.161 -0.426 3.611  -0.0833
C 5.230 -0.833 2.285  -0.0782
C 4.141 -0.657 1.448  -0.0978
H 1.023 -5.660 -0.692  0.0958
H 1.472 -6.869 -2.790  0.1052
H 2.626 -5.729 -4.657  0.1031
H 3.331 -3.371 -4.415  0.1039
H 2.856 -2.153 -2.307  0.0912
H 4.187 -4.204 -0.202  0.1050
H 5.890 -4.966 1.404  0.1049
H 5.501 -4.722 3.832  0.1050
H 3.393 -3.725 4.653  0.1094
H 1.669 -2.980 3.050  0.0538
H 2.626 2.789 1.320  0.1025
H 3.654 4.565 -0.023  0.1048
H 4.071 4.215 -2.438  0.1026
H 3.496 2.044 -3.476  0.1048
H 2.481 0.262 -2.117  0.0673
H 2.016 0.823 3.629  0.0642
H 3.958 0.519 5.115  0.1034
H 6.008 -0.574 4.267  0.1031
H 6.134 -1.289 1.901  0.1072
H 4.201 -0.964 0.411  0.1107
C -1.066 1.934 -1.926  -0.2135
O -0.323 0.771 -1.601  -0.1913
C -0.094 -0.019 -2.770  -0.1860
C -1.109 -1.108 -2.989  -0.1819
O -1.008 -2.113 -1.986  -0.2910
C -1.522 -3.345 -2.471  -0.1140
H -0.366 2.720 -2.271  0.1477
H -1.398 1.988 0.084  0.0588
H -1.751 1.707 -2.743  0.0944
H 0.875 -0.500 -2.658  0.0803
H -0.071 0.632 -3.650  0.1377
H -0.879 -1.567 -3.960  0.1344
H -2.135 -0.722 -3.021  0.1183
H -0.886 -3.724 -3.279  0.0930
H -2.551 -3.227 -2.825  0.0821
H -1.506 -4.055 -1.645  0.0554
O -4.943 -1.318 0.752  -0.4871
Se -3.824 -1.958 -0.214  1.2389
O -4.072 -1.280 -1.820  -0.3857
O -2.019 -0.436 0.298  -0.6173
O -4.799 -2.574 -1.624  -0.3502
C -3.653 0.084 3.166  -0.0871
N -3.723 -1.212 3.820  0.0364
C -3.221 -2.351 3.300  -0.6306
N -3.490 -3.494 4.013  0.1660
O -2.550 -2.414 2.270  -0.2260
H -4.558 0.288 2.594  0.0767
H -2.808 0.088 2.480  0.0162
H -3.497 0.852 3.924  0.0817
H -4.356 -1.302 4.596  0.1340
H -3.869 -3.467 4.942  0.0940
H -3.014 -4.325 3.712  0.1038
C -4.332 1.923 -2.373  -0.0607
C -3.889 3.341 -2.754  -0.3527
C -3.155 3.429 -4.110  -0.0609
C -3.171 4.149 -1.672  -0.1222
C -3.488 5.505 -1.664  -0.0530
C -3.022 6.365 -0.691  -0.0862
C -2.280 5.836 0.347  -0.0638
C -1.913 4.495 0.389  -0.1221
C -1.251 4.083 1.707  -0.3505
C -0.345 2.855 1.754  -0.0993
C -2.343 3.928 2.773  -0.0567
C -2.290 3.654 -0.683  -0.1274
N -1.819 2.330 -0.762  0.0562
H -4.724 1.410 -3.253  0.0805
H -5.131 1.961 -1.632  0.0903
H -3.552 1.308 -1.939  0.0403
H -4.822 3.892 -2.899  0.1204
H -3.490 2.641 -4.787  0.0744
H -2.073 3.362 -4.013  0.0614
H -3.361 4.386 -4.590  0.0738
H -4.140 5.882 -2.444  0.1118
H -3.270 7.417 -0.715  0.0988
H -1.966 6.478 1.163  0.1121
H -0.625 4.937 1.987  0.1286
H -0.905 1.916 1.797  0.0355
H 0.246 2.884 2.674  0.0878
H 0.349 2.823 0.915  0.0521
H -1.913 3.608 3.725  0.0789
H -3.070 3.178 2.456  0.0832
H -2.880 4.863 2.936  0.0766